[1]
Density functional theory data (the ωB97M-V functional and the def2-TZVPD basis) for C19H24O4 in the gas phase.

ORCA input file:
```
! RIJCOSX wB97M-V def2-TZVPD def2/J DEFGRID3
* xyz 0 1
C -2.25814 6.25739 -0.35447
C -2.20368 4.73252 -0.46107
C -1.31792 4.00078 0.63120
C 0.14203 4.18256 0.36163
C -1.66922 2.54847 0.75456
C -1.42973 1.36557 -0.01202
C -1.12685 1.51719 -1.48473
C -1.72468 0.00675 0.57588
C -1.33521 -1.12764 -0.13655
C -1.70689 -2.48398 0.35484
O -2.43421 -2.51363 1.32373
C -1.19218 -3.72125 -0.37031
C 0.34135 -3.69066 -0.25476
C 0.94230 -3.29485 -1.37278
C 2.22767 -2.73966 -1.28552
O 2.74345 -2.16386 -2.46763
C 2.97562 -2.85713 -0.04544
C 4.43715 -2.44609 -0.05826
C 2.41861 -3.47826 1.02242
O 3.04166 -3.68259 2.20828
C 1.02239 -3.87213 0.95522
C 0.20110 -4.26823 2.13419
O 0.81686 -4.67899 3.08881
H -3.22900 6.52695 -0.89121
H -2.19276 6.66702 0.66571
H -1.50715 6.90094 -0.93636
H -2.03700 4.37669 -1.51453
H -3.28483 4.40282 -0.27762
H -1.65711 4.51800 1.60078
H 0.50762 4.05319 -0.64259
H 0.85204 3.67141 0.97611
H 0.39064 5.26254 0.59818
H -2.08443 2.26641 1.68890
H -0.92402 2.54083 -1.72561
H -1.94512 1.09820 -1.95147
H -0.17508 0.89348 -1.66117
H -2.32004 -0.05362 1.43828
H -0.64906 -1.19671 -1.02291
H -1.44362 -3.81934 -1.42353
H -1.53766 -4.67818 0.06631
H 0.53262 -3.36768 -2.40190
H 3.64397 -1.85929 -2.36227
H 4.73508 -1.58232 0.56956
H 4.78824 -2.20409 -1.09650
H 5.05762 -3.35589 0.27872
H 2.39017 -4.13453 2.79298
H -0.82259 -4.51907 2.12494
*
```

Values from the calculation:
SMILES: CC[C@H](C)/C=C(C)/C=C/C(=O)Cc1cc(O)c(C)c(O)c1C=O
LUMO in hartree: -0.0078
Molecular weight in g/mol: 316.40
Orbital gap in eV: 8.18
Calculated total energy in Eh: -1039.2373
Highest occupied orbital energy in eV: -8.4

Atom charges from the natural (NBO) analysis, given in e for atoms 1 to 2: -0.63 -0.39


[2]
Density functional theory data (the ωB97M-V functional and the def2-TZVPD basis) for a molecular structure, C19H25As2F5PW.

ORCA input file:
```
! RIJCOSX wB97M-V def2-TZVPD def2/J DEFGRID3
* xyz 3 3
W 0.84715 -0.05998 -0.28951
C -1.07634 3.46172 -1.57991
As -0.88956 1.62445 -1.03034
C 0.09689 0.81181 -2.58751
C -2.65456 0.88369 -0.97976
C -3.75886 1.71457 -1.10580
C -5.03185 1.18296 -0.93796
C -5.19129 -0.15892 -0.62819
C -4.08058 -0.98926 -0.50506
C -2.80811 -0.46806 -0.67434
As -1.26741 -1.62746 -0.64672
C -1.66078 -2.98763 0.66485
C -1.47419 -2.59844 -2.31129
H -1.60103 4.02436 -0.81324
H -1.65919 3.41754 -2.49640
H -0.10178 3.89920 -1.76625
H 0.52163 1.60597 -3.19750
H -0.56210 0.19373 -3.18668
H 0.98200 0.17639 -2.32353
H -3.65321 2.76710 -1.32849
H -5.89734 1.82327 -1.04312
H -6.18278 -0.56541 -0.47861
H -4.22608 -2.03602 -0.27173
H -2.47388 -3.59093 0.27080
H -1.95407 -2.53443 1.60743
H -0.79043 -3.62540 0.80260
H -2.46068 -3.05303 -2.25638
H -0.71520 -3.37208 -2.40148
H -1.43213 -1.93468 -3.16990
F -0.07807 -1.31652 3.00225
C 0.98408 -1.83571 2.44094
C 1.38619 -1.40628 1.14645
C 2.53181 -2.00793 0.58502
F 2.79265 -1.52151 -0.65909
C 3.29786 -2.94311 1.19204
F 4.37065 -3.47728 0.67336
C 2.86505 -3.32265 2.49219
F 3.55446 -4.20183 3.13298
C 1.71731 -2.77352 3.11564
F 1.40051 -3.17780 4.31752
C 4.16153 1.75054 0.23040
P 2.39396 1.76240 0.60014
C 2.25771 1.57083 2.40403
C 1.87312 3.47903 0.32435
H 4.62647 2.50176 0.87126
H 4.34327 2.00692 -0.81279
H 4.60730 0.77832 0.43901
H 2.71735 2.44108 2.87579
H 2.78577 0.67573 2.73120
H 1.21641 1.51395 2.71795
H 2.55145 4.13179 0.87647
H 0.86399 3.64050 0.69697
H 1.93492 3.74628 -0.73005
*
```

Values from the calculation:
<S²>: 2.2250
LUMO (spin up / spin down) in hartree: -0.4711 / -0.4369
Molecular weight in g/mol: 713.06
Orbital gap (spin up / spin down) in eV: 5.48 / 6.38
Calculated total energy in Eh: -6117.1358
Highest occupied orbital energy (spin up / spin down) in eV: -18.3 / -18.3

Atom charges from the natural (NBO) analysis, given in e for atoms 1 to 2: 0.83 -0.89


> The highest molecular weight belongs to which entry?

C19H25As2F5PW


> molecular weight of number 2 (C19H25As2F5PW)?

713.06 g/mol